Molecular formula: C4H8FN2
Method: DFT, ωB97M-V/def2-TZVPD

Structure (XYZ):
```
15
Properties=species:S:1:pos:R:3:forces:R:3:lowdin_charge:R:1
C 1.4267 -0.1813 -0.3700 -2.775 -0.947 -1.419 -0.174
C -1.7615 1.0628 0.1181 0.387 -0.495 -1.982 -0.011
C -1.7522 -0.3280 0.7878 0.696 -1.149 1.418 -0.034
C -1.3213 -0.1602 -0.5838 1.219 0.169 0.658 -0.203
N 1.7310 0.8378 0.4035 1.720 -1.655 0.066 0.113
N 2.1384 -1.2361 -0.7984 0.730 2.531 2.443 0.133
F -1.5726 -0.7113 -1.7181 0.045 0.028 0.448 0.197
H -2.7107 1.4622 -0.2421 0.279 0.197 0.178 0.135
H -0.8997 1.7468 0.1419 -0.790 0.020 0.957 0.107
H -1.0938 -0.5212 1.6628 0.052 0.336 -1.025 0.135
H -2.6401 -0.9483 1.0051 -0.068 0.814 -0.635 0.143
H 0.9645 1.4915 0.5682 1.061 -0.109 0.351 0.087
H 2.6773 0.8521 0.8737 -1.571 0.746 -0.402 0.158
H 1.7668 -1.8738 -1.4410 -0.844 -0.739 -0.817 0.087
H 3.0472 -1.4930 -0.4078 -0.141 0.252 -0.240 0.127
```
Forces are in eV/Å.

Values from the calculation:
Total charge = +1
E_LUMO (alpha / beta) = -0.19847 / -0.19844 Eh
Gap between HOMO and LUMO (alpha / beta) = 7.95 / 7.96 eV

Molecular formula: C4H8FN4
Method: DFT, ωB97M-V/def2-TZVPD

Structure (XYZ):
```
17
Properties=species:S:1:pos:R:3:forces:R:3:lowdin_charge:R:1
N 0.3854 0.3722 2.3906 0.256 0.157 0.460 0.125
C -0.4894 -0.0173 1.4248 0.818 -1.127 -2.137 -0.286
N 0.2568 -0.9095 0.1900 -0.008 -0.198 -0.101 0.180
C 0.3969 -0.6045 -1.1035 -0.215 0.065 0.348 -0.254
N 1.1156 -1.3039 -2.0676 -0.490 0.694 1.795 0.102
F 1.5154 -2.5769 -1.7447 -0.288 0.324 0.088 0.013
C -0.2073 0.6162 -1.5125 -0.129 0.202 -0.022 -0.023
C -0.8853 1.3736 -0.6007 0.274 -0.460 -0.540 -0.059
N -1.0589 1.0813 0.6947 -0.204 0.221 0.399 0.077
H 1.1005 1.0427 2.1515 -0.045 0.003 -0.090 0.120
H 0.6680 -0.2965 3.0897 -0.142 -0.018 0.017 0.114
H -1.2362 -0.7263 1.7944 0.213 0.142 -0.054 0.161
H 0.6700 -1.7683 0.5325 0.004 -0.008 -0.099 0.138
H 0.8542 -1.2388 -3.0443 -0.080 -0.124 0.100 0.169
H -0.1383 0.9416 -2.5339 -0.003 0.107 -0.115 0.115
H -1.3551 2.2908 -0.9262 -0.030 0.045 0.040 0.145
H -1.5923 1.7235 1.2653 0.069 -0.025 -0.089 0.164
```
Forces are in eV/Å.

Values from the calculation:
Total charge = +1
E_LUMO = -0.13557 Eh
SMILES = N[C@@H]1NC(NF)=CC=[NH+]1
Gap between HOMO and LUMO = 9.49 eV

Molecular formula: C4H8FNO
Method: DFT, ωB97M-V/def2-TZVPD

Structure (XYZ):
```
15
Properties=species:S:1:pos:R:3:forces:R:3:lowdin_charge:R:1
O -2.1760 0.5118 -0.1167 0.376 -1.752 -1.928 -0.048
C -0.8180 0.4589 0.3159 -2.480 1.945 0.630 -0.373
C 0.3073 1.2051 -0.3868 -0.918 0.685 -4.333 -0.109
N 1.3006 0.1053 -0.6470 -2.883 4.622 -0.902 -0.040
C 1.0816 -0.8246 0.2948 -0.288 -2.305 3.076 -0.235
C -0.4203 -0.9414 0.3513 1.798 0.930 -1.461 -0.255
F -1.0404 -1.4509 -0.8074 1.104 -1.507 0.069 0.003
H -2.2085 -0.3541 -0.7006 -0.538 2.822 1.383 0.128
H -0.8502 0.9804 1.2621 -0.077 -0.675 0.813 0.142
H 0.4311 2.0316 0.3445 1.425 -0.138 -0.963 0.111
H 0.0323 1.6130 -1.5306 0.392 -0.606 3.320 0.176
H 2.1652 0.4557 -0.8525 2.792 0.586 -0.349 0.087
H 1.4472 -1.6936 -0.1583 1.107 -2.141 0.589 0.114
H 1.3873 -0.6235 1.4494 -0.213 -0.504 -2.261 0.179
H -0.6391 -1.4738 1.1819 -1.597 -1.964 2.318 0.122
```
Forces are in eV/Å.

Values from the calculation:
Total charge = 0
E_LUMO = 0.03230 Eh
SMILES = O[C@@H]1CNC[C@@H]1F
Gap between HOMO and LUMO = 10.10 eV

Molecular formula: C4H8FNO2
Method: DFT, ωB97M-V/def2-TZVPD

Structure (XYZ):
```
16
Properties=species:S:1:pos:R:3:forces:R:3:lowdin_charge:R:1
C 0.5437 -0.7488 1.0791 -3.975 0.234 -3.466 -0.406
C -1.8562 0.5525 -1.9153 -2.563 1.076 -0.995 -0.171
C 2.3097 0.6618 1.7716 0.527 0.573 0.722 -0.043
C -0.8452 -0.9154 -0.2204 1.996 1.467 2.052 -0.231
N -0.7225 0.1271 -1.1826 4.072 -0.773 -0.136 -0.131
O 0.5063 -1.4802 1.9998 0.871 -0.451 1.093 0.123
O 1.2731 0.3170 0.8076 0.871 0.019 0.223 -0.077
F -0.6849 -2.2023 -0.7123 -0.130 0.155 -0.077 -0.026
H -2.4508 -0.4051 -2.1250 -0.006 1.869 -0.110 0.097
H -2.4168 1.3699 -1.3183 0.257 -1.720 -0.499 0.092
H -1.7323 1.1923 -2.8800 0.658 -1.739 1.388 0.102
H 2.6174 1.7587 1.5417 -0.523 -2.110 0.309 0.114
H 3.2147 -0.0595 1.6806 -1.647 1.271 0.224 0.119
H 1.8183 0.6148 2.8020 1.038 -0.015 -1.292 0.106
H -1.8189 -0.8880 0.3697 1.271 0.100 -0.853 0.158
H 0.2442 0.1053 -1.6983 -2.716 0.043 1.418 0.175
```
Forces are in eV/Å.

Values from the calculation:
Total charge = 0
E_LUMO = 0.02897 Eh
Gap between HOMO and LUMO = 9.72 eV

Molecular formula: C4H8FNO2
Method: DFT, ωB97M-V/def2-TZVPD

Structure (XYZ):
```
16
Properties=species:S:1:pos:R:3:forces:R:3:lowdin_charge:R:1
C 2.0582 -1.4406 0.1497 0.050 -0.339 -0.137 -0.054
O 1.5660 -0.1795 0.5971 0.014 0.221 0.069 -0.065
C 1.2294 0.6676 -0.3777 -3.707 1.219 -0.374 -0.348
F 1.8921 1.8413 -0.2720 0.178 0.101 0.181 0.058
N -0.3891 1.1456 -0.2365 3.800 -1.180 -0.308 0.147
C -1.2615 0.1027 -0.2239 -0.429 0.567 0.250 -0.577
C -2.6209 0.4213 0.3626 0.017 -0.283 -0.075 -0.006
O -0.9783 -0.9795 -0.6904 0.129 -0.462 -0.160 0.051
H 2.3085 -1.9952 1.0504 0.017 -0.009 -0.076 0.095
H 2.9540 -1.3076 -0.4641 -0.035 -0.015 0.092 0.096
H 1.2873 -1.9702 -0.4168 0.063 0.087 0.107 0.086
H 1.3051 0.2969 -1.4032 0.089 -0.136 0.272 0.160
H -0.5003 1.9146 0.4038 -0.130 0.045 0.109 0.114
H -3.2440 -0.4675 0.3048 -0.005 0.032 -0.007 0.081
H -3.0914 1.2322 -0.1883 -0.030 0.088 -0.007 0.081
H -2.5152 0.7179 1.4045 -0.020 0.065 0.063 0.080
```
Forces are in eV/Å.

Values from the calculation:
Total charge = 0
E_LUMO = 0.03568 Eh
SMILES = CO[C@H](F)NC(C)=O
Gap between HOMO and LUMO = 10.79 eV

Molecular formula: C4H8FNO2
Method: DFT, ωB97M-V/def2-TZVPD

Structure (XYZ):
```
16
Properties=species:S:1:pos:R:3:forces:R:3:lowdin_charge:R:1
C -0.2100 -0.1894 1.4354 -0.032 -0.024 0.049 -0.057
N -0.1445 0.4162 0.1079 -0.095 -0.173 -0.202 -0.239
C -1.3045 1.2564 -0.1519 0.012 0.008 -0.074 -0.070
C 0.1120 -0.5434 -0.9161 0.092 0.122 -0.225 -0.284
F -0.7649 -1.6178 -0.8938 0.068 -0.021 0.074 0.030
C 1.5661 -1.0606 -0.8134 -0.592 0.214 0.090 -0.486
O 1.9187 -2.1454 -1.1530 0.067 -0.097 -0.037 0.150
O 2.3936 -0.1246 -0.3457 0.649 0.152 0.071 0.118
H -1.1165 -0.7889 1.5672 0.024 0.010 0.010 0.096
H 0.6542 -0.8330 1.5890 0.025 -0.018 0.085 0.096
H -0.1986 0.6061 2.1784 0.017 -0.033 0.061 0.092
H -2.2396 0.6858 -0.1587 -0.014 0.008 0.022 0.095
H -1.3602 2.0150 0.6262 -0.058 0.057 -0.019 0.087
H -1.1810 1.7488 -1.1150 -0.053 0.049 -0.009 0.089
H -0.0101 -0.0799 -1.9071 0.074 0.034 0.268 0.170
H 1.8854 0.6547 -0.0493 -0.183 -0.289 -0.164 0.113
```
Forces are in eV/Å.

Values from the calculation:
Total charge = 0
E_LUMO = 0.02259 Eh
SMILES = CN(C)[C@H](F)C(=O)O
Gap between HOMO and LUMO = 10.69 eV

Molecular formula: C4H8FNO4S
Method: DFT, ωB97M-V/def2-TZVPD

Structure (XYZ):
```
19
Properties=species:S:1:pos:R:3:forces:R:3:lowdin_charge:R:1
C 2.2138 0.2426 0.2773 0.025 -0.083 -0.012 -0.005
C 1.0991 0.8216 -0.5858 -0.123 0.085 0.074 -0.308
F 1.5831 0.9614 -1.8887 -0.007 0.042 -0.141 -0.016
C -0.1831 0.0002 -0.7085 0.038 -0.073 -0.045 -0.205
O -1.2806 0.8571 -1.0830 0.015 -0.041 -0.049 -0.147
S -2.1574 1.1616 0.2058 0.051 0.095 -0.036 0.596
O -1.4878 2.1229 1.0164 -0.014 -0.009 -0.068 -0.216
O -3.5023 1.3328 -0.1906 0.032 0.007 0.089 -0.198
O -1.9657 -0.2671 0.8554 -0.103 -0.187 -0.022 -0.141
C -0.6523 -0.7863 0.5615 0.025 0.138 0.186 -0.360
N -0.7815 -2.2027 0.4438 0.034 0.079 -0.188 0.097
H 1.9875 -0.7413 0.6895 0.012 -0.006 -0.061 0.070
H 2.4544 0.9051 1.1072 -0.040 -0.033 0.004 0.089
H 3.1023 0.1419 -0.3450 -0.017 0.028 0.038 0.090
H 0.8140 1.8238 -0.2629 0.062 -0.026 0.092 0.147
H -0.0612 -0.6888 -1.5458 0.017 -0.033 0.080 0.164
H -0.0135 -0.5684 1.4184 0.006 0.021 -0.080 0.151
H -1.2933 -2.4617 -0.3936 0.041 0.004 0.040 0.099
H 0.1246 -2.6548 0.4288 -0.053 -0.008 0.098 0.091
```
Forces are in eV/Å.

Values from the calculation:
Total charge = 0
E_LUMO = 0.01987 Eh
SMILES = C[C@@H](F)[C@@H]1OS(=O)(=O)O[C@H]1N
Gap between HOMO and LUMO = 11.30 eV

Molecular formula: C4H8IN6
Method: DFT, ωB97M-V/def2-TZVPD

Structure (XYZ):
```
19
Properties=species:S:1:pos:R:3:forces:R:3:lowdin_charge:R:1
N -2.2321 -0.3355 0.3620 -0.047 0.059 0.085 0.240
C -0.9745 0.0654 0.3970 -0.086 -0.093 -0.083 -0.247
N -0.4656 0.6008 1.4857 -0.776 -0.028 0.276 0.103
C 0.8724 1.0530 1.6667 2.050 1.187 -3.541 -0.001
N 1.3387 1.5743 -0.0265 -1.034 -0.005 4.236 0.103
N 1.1734 0.4651 -0.7557 -1.741 -0.385 -1.368 -0.226
N 2.0692 -0.5081 -0.9340 1.395 0.267 0.726 0.069
N 1.5717 -1.5625 -1.3038 0.436 -1.249 -0.347 -0.020
C 0.1390 -1.4968 -1.3650 -1.020 0.315 -0.413 -0.681
I -0.5395 -1.8920 -3.4136 0.213 0.198 0.776 0.848
C -0.1926 -0.0537 -0.8824 0.649 0.110 -0.279 -0.222
H -2.6295 -0.7334 -0.4774 0.096 0.061 -0.012 0.144
H -2.8545 -0.2204 1.1493 0.010 -0.053 -0.029 0.147
H -1.0977 0.7792 2.2643 0.106 -0.130 -0.180 0.178
H 1.5865 0.2703 1.9096 -0.141 -0.018 0.114 0.113
H 0.9411 1.9337 2.2906 -0.141 -0.045 0.094 0.116
H 2.3216 1.8297 0.0354 0.059 -0.175 -0.133 0.117
H -0.2941 -2.2921 -0.7607 0.003 0.048 -0.097 0.080
H -0.7335 0.5230 -1.6414 -0.033 -0.064 0.176 0.141
```
Forces are in eV/Å.

Values from the calculation:
Total charge = +1
E_LUMO = -0.14942 Eh
SMILES = [NH2+]=C1NCNN2N=N[C@H](I)[C@@H]12
Gap between HOMO and LUMO = 8.50 eV

Molecular formula: C4H8INO2
Method: DFT, ωB97M-V/def2-TZVPD

Structure (XYZ):
```
16
Properties=species:S:1:pos:R:3:forces:R:3:lowdin_charge:R:1
C -0.9686 1.1379 -0.4939 0.004 -2.296 1.402 -0.124
C -0.4573 0.1260 -1.4392 0.580 1.219 -1.064 -0.798
I -1.7764 -1.1589 -2.4561 0.795 0.435 0.441 0.940
N 0.7999 0.1922 -1.8172 -1.315 0.259 -0.919 -0.423
O 1.3148 -0.4754 -2.6802 1.353 -1.831 -1.575 -0.050
O 1.6184 1.1770 -1.2982 -1.006 1.631 1.787 0.043
H -1.4459 0.5422 0.3422 0.889 0.981 -0.289 0.097
H -0.0886 1.7205 -0.2405 -0.677 0.441 0.617 0.081
H -1.7901 1.6483 -0.8916 -0.911 1.297 -0.900 0.052
H 2.5369 1.1196 -1.5837 -0.181 -1.110 -0.780 0.137
C 0.4000 -1.2614 2.0891 -0.171 -3.193 -0.971 -0.055
C 0.6619 -0.8473 0.8469 -0.271 0.097 1.486 -0.100
H -0.0840 -2.3103 2.2897 0.456 2.346 -0.432 0.089
H 0.9394 -0.8681 2.9128 0.158 0.568 0.737 0.025
H 1.2808 0.0452 0.7451 -0.148 -0.288 -0.176 0.060
H 0.1782 -1.2277 -0.0467 0.445 -0.556 0.636 0.026
```
Forces are in eV/Å.

Values from the calculation:
Total charge = 0
E_LUMO = 0.00541 Eh
SMILES = C/C(I)=[N+](/[O-])O.C=C
Gap between HOMO and LUMO = 8.73 eV

Molecular formula: C4H8INS
Method: DFT, ωB97M-V/def2-TZVPD

Structure (XYZ):
```
15
Properties=species:S:1:pos:R:3:forces:R:3:lowdin_charge:R:1
C -0.0754 1.1537 1.4520 1.288 1.856 -5.037 -0.210
C 0.2797 0.7470 0.1807 -0.214 0.903 0.752 -0.417
C -0.6004 2.5057 1.7270 -3.235 -0.978 0.552 -0.114
C 0.1248 -2.6291 -2.2890 -0.368 -0.971 -0.191 -0.552
N 0.9529 -0.4215 -0.1922 -1.283 -0.412 -2.156 -0.676
S -0.1720 -0.8689 -2.0539 0.901 -0.100 2.106 0.690
I 0.9177 -1.9469 1.1541 -0.103 -0.113 -0.025 0.841
H 0.2335 0.6880 2.2826 0.772 -2.502 2.699 0.010
H 0.2011 1.3713 -0.7767 -0.297 -0.431 1.796 0.105
H -0.7814 3.0768 0.8430 0.301 0.641 -0.539 0.059
H -1.6626 2.2012 2.0376 0.886 0.888 -0.083 0.103
H -0.2531 3.0922 2.5736 0.618 -0.180 -0.182 0.073
H 0.4192 -2.7744 -3.3949 -1.059 -0.127 1.666 0.057
H -0.6327 -3.3700 -1.7694 1.147 1.630 -1.640 0.070
H 1.0486 -2.8251 -1.7745 0.647 -0.105 0.283 -0.040
```
Forces are in eV/Å.

Values from the calculation:
Total charge = 0
E_LUMO (alpha / beta) = -0.03857 / -0.03855 Eh
Gap between HOMO and LUMO (alpha / beta) = 7.03 / 7.03 eV

Table of energy relative to the best compared isomer or geometry (same formula, charge and spin) (eV), in record order: 4.8394, 2.1262, 2.3170, 2.3424, 0.4746, 0.0583, 0.1165, 0.0000, 6.1459, 3.5558